*w*
{
  "formula": "C3H7NO",
  "method": "ωB97M-V with the def2-TZVPD basis set",
  "homo_lumo_gap_ev": 11.088,
  "e_lumo_ev": 1.19,
  "elements": ["C", "C", "C", "H", "H", "H", "H", "H", "H", "H", "N", "O"],
  "coordinates": [[2.333, -0.461, -0.197], [1.228, 0.583, 0.223], [-0.194, -0.061, 0.298], [2.155, -0.762, -1.210], [2.362, -1.333, 0.439], [3.324, 0.098, -0.262], [1.541, 1.012, 1.133], [1.295, 1.477, -0.491], [-0.364, -0.920, 0.927], [-3.123, 0.251, -0.269], [-1.191, 0.369, -0.359], [-2.382, -0.347, 0.037]]
}

*x*
{
  "formula": "C3H7NO",
  "method": "ωB97M-V with the def2-TZVPD basis set",
  "homo_lumo_gap_ev": 10.489,
  "e_lumo_ev": 1.07,
  "elements": ["C", "C", "N", "O", "C", "H", "H", "H", "H", "H", "H", "H"],
  "coordinates": [[-1.277, -0.341, -0.079], [0.180, 0.037, -0.097], [0.624, 1.234, -0.156], [-0.403, 2.169, -0.211], [1.242, -0.996, 0.118], [-1.411, -1.418, -0.202], [-1.869, 0.173, -0.841], [-1.700, -0.064, 0.891], [0.076, 2.969, 0.036], [1.340, -1.684, -0.724], [1.003, -1.595, 1.004], [2.196, -0.485, 0.262]]
}

*y*
{
  "formula": "C3H7NO",
  "method": "ωB97M-V with the def2-TZVPD basis set",
  "homo_lumo_gap_ev": [7.966, 7.902],
  "e_lumo_ev": [-0.32, -0.11],
  "elements": ["C", "C", "C", "N", "O", "H", "H", "H", "H", "H", "H", "H"],
  "coordinates": [[1.003, 0.276, -0.503], [1.959, -0.669, 0.009], [-2.010, 0.615, -0.062], [-0.826, 0.119, 0.700], [-0.966, -1.040, 1.117], [1.312, 1.264, -0.839], [2.757, -0.775, -0.796], [1.328, -1.700, 0.199], [2.328, -0.358, 0.942], [-2.458, -0.083, -0.705], [-1.587, 1.418, -0.702], [-2.842, 0.932, 0.640]]
}

*z*
{
  "formula": "C3H7NO",
  "method": "ωB97M-V with the def2-TZVPD basis set",
  "homo_lumo_gap_ev": 7.612,
  "e_lumo_ev": 0.75,
  "elements": ["C", "C", "N", "C", "O", "H", "H", "H", "H", "H", "H", "H"],
  "coordinates": [[0.031, -0.871, -0.555], [1.140, -0.459, 0.232], [-2.235, 1.081, -0.519], [2.019, 0.124, 1.000], [-0.964, 0.570, -0.246], [-2.353, 2.009, -0.094], [-3.190, 0.740, -0.386], [0.125, -0.757, -1.630], [-0.658, -1.593, -0.131], [1.263, -1.632, -0.317], [1.883, 1.149, 1.332], [2.940, -0.361, 1.314]]
}

The structure with the most favorable energy is *x*; the runner-up is 14.3 kcal/mol above it.